The following is a DFT calculation (ωB97M-V/def2-TZVPD) of a structure of composition C46H38N4O2P2PdSi at a distorted geometry.

XYZ file:
```
94
Properties=species:S:1:pos:R:3:forces:R:3
Pd -0.114704 -0.166890 0.906860 -0.328 0.656 -0.629
C 2.322517 -2.564198 -1.824472 0.025 -0.042 0.040
N 1.559075 -1.806676 -0.833927 -0.031 -0.090 -0.026
P -0.084809 -2.073554 -0.471950 1.019 1.003 -0.408
C -0.853767 -1.785516 -2.100481 -0.218 0.140 0.225
C -0.962723 -0.441017 -2.462868 0.001 -0.040 -0.007
C -1.453254 -0.078286 -3.704306 0.041 -0.028 -0.059
C -1.838256 -1.064814 -4.602822 0.004 0.032 -0.013
C -1.718910 -2.402575 -4.258195 -0.010 -0.087 -0.064
C -1.228935 -2.767884 -3.011606 0.002 -0.045 0.079
C -0.221587 -3.837839 -0.136815 -0.406 0.206 0.432
C -1.467160 -4.452764 -0.269405 -0.004 0.052 -0.032
C -1.626270 -5.783500 0.076392 -0.021 -0.034 0.015
C -0.545696 -6.505474 0.564463 0.036 0.027 0.011
C 0.686943 -5.888690 0.727059 -0.016 -0.040 -0.002
C 0.846756 -4.553611 0.394476 0.091 0.104 -0.057
P 2.182989 -0.491199 0.055473 -0.490 -0.111 -0.800
C 3.788683 -1.216986 0.531732 -0.230 0.264 0.421
C 3.782275 -2.182475 1.537496 -0.076 0.013 0.014
C 4.952085 -2.842950 1.870252 0.003 -0.060 0.028
C 6.132751 -2.542204 1.203635 -0.004 0.022 0.006
C 6.140991 -1.578918 0.206809 0.046 -0.024 -0.012
C 4.971760 -0.911130 -0.129367 -0.029 0.057 0.003
C 2.626913 0.810726 -1.124370 0.027 0.031 0.114
C 2.248920 0.785958 -2.463008 0.037 -0.085 0.035
C 2.560143 1.856492 -3.288269 -0.034 0.060 -0.070
C 3.228450 2.959299 -2.777581 -0.005 -0.014 0.014
C 3.577158 3.000179 -1.433448 0.051 0.066 -0.011
C 3.277907 1.932994 -0.603813 -0.091 -0.122 -0.034
H 1.637072 -3.025122 -2.537536 0.013 0.009 -0.017
H 2.926455 -3.346041 -1.359398 -0.019 -0.001 0.008
H 2.993106 -1.899781 -2.370084 -0.022 -0.012 -0.014
H -0.651524 0.326467 -1.763684 -0.046 0.061 0.023
H -1.532310 0.968914 -3.970528 -0.003 -0.008 0.042
H -2.225105 -0.788476 -5.575370 -0.004 -0.016 0.001
H -2.001200 -3.171258 -4.966311 -0.014 0.007 0.012
H -1.136897 -3.816492 -2.756788 -0.001 0.027 -0.024
H -2.309513 -3.881525 -0.643056 -0.007 -0.048 0.040
H -2.595739 -6.254378 -0.020429 0.009 -0.003 -0.028
H -0.666576 -7.546727 0.833087 -0.011 0.006 0.004
H 1.523899 -6.445111 1.127684 -0.003 0.005 0.004
H 1.801360 -4.066953 0.553505 -0.016 0.006 -0.006
H 2.858002 -2.401720 2.061412 0.040 -0.013 0.033
H 4.948722 -3.586406 2.657010 -0.020 0.018 0.002
H 7.048579 -3.052783 1.471698 -0.001 -0.001 -0.013
H 7.062074 -1.342070 -0.309972 -0.012 0.010 -0.002
H 4.982251 -0.153787 -0.901753 0.034 -0.004 -0.012
H 1.709709 -0.064216 -2.863330 0.014 0.016 0.003
H 2.270497 1.832735 -4.331699 0.010 -0.015 0.007
H 3.469996 3.794031 -3.423160 -0.013 -0.001 0.002
H 4.079224 3.871919 -1.034514 -0.007 -0.018 0.032
H 3.529312 1.961524 0.450696 0.031 0.062 0.043
O -0.284433 -2.185821 2.948195 -0.204 -0.302 0.514
N 0.576882 -1.314208 2.702572 0.398 -0.071 0.400
C 1.114293 -0.574102 3.661289 -0.119 -0.184 0.486
C 0.717090 -0.679619 5.026767 -0.098 -0.234 0.144
N 0.391731 -0.777338 6.126428 -0.008 0.028 -0.021
C 2.154791 0.344451 3.345116 0.105 0.015 -0.155
N 3.047079 1.044510 3.141505 -0.020 -0.010 -0.157
O -0.052041 1.766644 1.848711 0.715 -1.420 -0.344
Si -1.453568 2.344735 1.377742 -1.208 0.395 -0.535
C -2.469623 3.307135 2.638433 0.272 -0.070 -0.129
C -3.636601 2.828501 3.230187 0.002 -0.105 -0.070
C -4.379838 3.622276 4.092972 -0.049 0.049 0.034
C -3.959222 4.911512 4.384527 -0.003 -0.050 0.001
C -2.792867 5.403136 3.813847 0.014 0.067 0.004
C -2.060629 4.607587 2.947157 0.029 -0.037 0.024
C -2.468397 0.812328 0.795223 0.457 0.134 0.320
C -2.543219 -0.332819 1.614453 0.135 0.202 0.103
C -3.249049 -1.467895 1.201143 -0.110 -0.310 -0.187
C -3.903454 -1.465374 -0.016358 0.033 -0.078 0.211
C -3.878381 -0.327073 -0.820311 0.095 0.281 -0.039
C -3.155257 0.783579 -0.427671 -0.196 -0.157 -0.245
C -1.407940 3.431990 -0.177570 0.151 -0.029 0.356
C -0.395911 3.277118 -1.125195 0.029 -0.048 -0.018
C -0.378440 4.038326 -2.287165 -0.027 -0.021 -0.034
C -1.381877 4.968301 -2.521724 -0.001 0.008 -0.015
C -2.394392 5.140231 -1.588656 -0.057 0.006 -0.046
C -2.401994 4.380543 -0.427772 -0.025 -0.075 -0.001
H -3.978146 1.822537 3.007949 -0.023 0.019 0.007
H -5.293269 3.241726 4.533045 0.025 -0.030 0.009
H -4.538983 5.531242 5.056949 0.004 0.005 -0.006
H -2.464006 6.410129 4.039473 0.018 -0.015 0.000
H -1.156486 4.996623 2.489514 -0.025 0.077 0.048
H -2.157581 -0.295572 2.628216 0.107 -0.087 -0.025
H -3.298597 -2.340237 1.841073 0.084 0.036 0.041
H -4.460330 -2.338112 -0.336722 -0.016 0.003 0.026
H -4.425919 -0.311515 -1.754985 0.031 -0.023 -0.015
H -3.138378 1.662040 -1.062866 0.038 -0.029 -0.027
H 0.395439 2.554270 -0.944057 0.042 0.039 -0.005
H 0.418162 3.911687 -3.008362 0.040 -0.027 -0.007
H -1.373337 5.561258 -3.428170 0.013 0.004 0.009
H -3.178337 5.866173 -1.767491 0.011 0.002 0.011
H -3.196571 4.519840 0.297126 0.003 0.048 -0.013
```
Forces are in eV/Å.

The energy comes out at -88309.002 eV. Its relative energy (zero: lowest compared OMol25 entry of this formula, charge and spin) is 23.3 kcal/mol. The lowest unoccupied orbital energy (spin up / spin down) comes out at -0.0621 / -0.0659 Eh. Its spin multiplicity is 1. The HOMO-LUMO gap (spin up / spin down) comes out at 5.764 / 5.812 eV.